{"formula": "C9H12N2OS", "method": "ωB97M-V/def2-TZVPD", "species": ["C", "C", "C", "C", "C", "C", "C", "C", "C", "N", "N", "O", "S", "H", "H", "H", "H", "H", "H", "H", "H", "H", "H", "H", "H"], "coordinates": [[1.79630, -1.81109, 0.07112], [-2.34096, -1.51220, -0.84510], [-3.83142, 0.01448, -0.41046], [-1.81356, -1.08442, 0.35136], [0.53015, 1.62110, 1.07986], [0.57679, -0.24357, -1.39107], [1.49535, 0.45160, 0.91843], [-0.64373, -1.60047, 1.02083], [1.02644, -0.64799, -0.01658], [2.26831, -2.84729, 0.25931], [-3.46115, -0.88376, -1.24492], [-0.51506, -2.94503, 0.87722], [-2.80836, 0.18975, 0.98634], [-1.92072, -2.29464, -1.44834], [-4.69978, 0.63161, -0.52533], [-0.43600, 1.28692, 1.44615], [0.38369, 2.14586, 0.13926], [0.94064, 2.32559, 1.80019], [0.45411, -1.11520, -2.03102], [-0.36732, 0.29738, -1.35709], [1.32630, 0.41164, -1.84002], [1.70939, 0.02102, 1.90050], [2.44527, 0.83832, 0.52814], [-0.41939, -1.19915, 2.00706], [0.39031, -3.25263, 1.06042]], "relative_energy_kj_mol": 199.5, "gap_ev": 8.4, "mol_weight_g_mol": 196.28, "e_homo_ev": -8.449}